Density functional theory data (ωB97M-V/def2-TZVPD) for an isolated molecule of C7H11N3O2S in a non-equilibrium geometry.

XYZ file:
```
24
Properties=species:S:1:pos:R:3:forces:R:3:lowdin_charge:R:1
C 2.322539 -1.562631 -0.057029 0.9 -1.7 2.1 -0.27
C 0.340469 -0.960439 -1.281364 -0.3 0.0 0.6 -0.34
C 1.805363 -0.654735 -0.984560 -0.2 3.4 -1.1 -0.17
C -0.669338 -0.216758 -0.312712 2.8 -1.1 -2.6 -0.28
C -1.641845 -0.390251 1.940449 -1.6 -1.5 0.7 -0.09
C -0.658215 2.282770 -0.826020 -0.5 -0.8 1.6 -0.04
C -0.665599 -1.057582 0.934780 -3.8 0.4 1.1 -0.18
N 2.605559 -2.233106 0.845256 -0.1 0.5 -1.1 0.20
N -0.013123 -1.839213 -2.095577 0.7 -0.1 -1.1 0.18
N -0.054613 1.085733 -0.124519 -1.0 2.3 -0.2 -0.30
O 1.929749 0.876413 1.403605 0.1 0.2 0.7 -0.25
O 2.163610 2.145503 -0.689808 0.5 2.0 -1.0 -0.27
S 1.545753 1.139634 0.064681 0.3 -4.9 -0.7 0.66
H 2.504012 -0.359049 -1.863207 -1.4 -0.7 1.4 0.17
H -1.550193 -0.184356 -1.000130 0.1 0.4 1.4 0.17
H -2.749315 -0.406867 1.705536 1.1 -0.8 -0.1 0.09
H -1.550979 0.623269 2.143147 1.1 2.3 -0.3 0.03
H -1.508635 -0.762226 2.964779 -0.2 -0.6 -0.3 0.08
H 0.034428 3.157199 -0.670601 -0.9 -1.0 -0.5 0.09
H -0.772610 1.962183 -1.906001 -0.4 1.0 1.2 0.11
H -1.595946 2.447097 -0.152812 1.2 0.1 -2.1 0.12
H -1.069632 -2.083309 0.753327 0.7 0.7 -0.1 0.14
H 0.262296 -1.099656 1.442863 1.1 -0.1 -0.1 0.08
H -1.013730 -1.909627 -2.234092 -0.3 -0.1 0.3 0.06
```
Positions in Å, forces in eV/Å.

HOMO-LUMO gap	10.215	eV
F_max	4.98	eV Å⁻¹
energy above the lowest of the compared OMol25 structures with the same formula, charge and spin	2.637	eV
highest occupied orbital energy	-9.7	eV
LUMO level	0.50	eV
calculated total energy	-26834.5910	eV
SMILES string	[H]/N=C1\[C@@H](CC)N(C)S(=O)(=O)[C@H]1C#N